Model w:
The following is a DFT calculation (ωB97M-V/def2-TZVPD) of a 14-piece molecular cluster, C56H112O14 overall.

```
182
Properties=species:S:1:pos:R:3
C -5.515 -2.274 -0.569
C -4.422 -1.907 -1.596
C -3.552 -3.167 -1.617
O -4.489 -4.214 -1.542
C -5.548 -3.798 -0.666
H -6.476 -1.826 -0.819
H -5.241 -2.055 0.463
H -3.778 -1.076 -1.309
H -4.740 -1.690 -2.616
H -2.925 -3.180 -0.725
H -2.952 -3.250 -2.523
H -5.478 -4.272 0.313
H -6.505 -4.066 -1.113
C 0.137 4.765 2.153
C 1.078 3.925 2.910
C 2.422 4.658 2.866
O 2.199 5.694 1.897
C 0.812 6.114 1.965
H -0.768 4.847 2.756
H -0.140 4.318 1.199
H 1.210 2.920 2.508
H 0.835 3.874 3.971
H 3.252 4.122 2.405
H 2.734 5.113 3.806
H 0.533 6.634 1.048
H 0.695 6.711 2.870
C 2.130 -5.269 -3.619
C 1.834 -3.788 -3.501
C 0.439 -3.646 -4.096
O -0.170 -4.809 -3.745
C 0.729 -5.898 -3.896
H 2.580 -5.629 -2.694
H 2.788 -5.558 -4.439
H 2.619 -3.238 -4.021
H 1.864 -3.577 -2.432
H 0.366 -3.388 -5.153
H -0.086 -2.841 -3.580
H 0.705 -6.363 -4.882
H 0.539 -6.660 -3.140
C -1.013 0.712 6.707
C 0.272 0.417 5.967
C -0.250 0.047 4.585
O -1.394 0.863 4.384
C -2.001 1.194 5.638
H -0.859 1.286 7.621
H -1.365 -0.205 7.179
H 0.840 -0.410 6.391
H 0.882 1.319 5.907
H -0.568 -0.994 4.519
H 0.469 0.256 3.793
H -2.968 0.696 5.713
H -2.208 2.262 5.702
C -2.802 -4.581 3.877
C -3.431 -3.757 2.726
C -2.408 -2.604 2.398
O -1.328 -2.945 3.200
C -1.744 -3.657 4.413
H -2.299 -5.437 3.428
H -3.474 -4.831 4.698
H -4.424 -3.433 3.037
H -3.650 -4.348 1.837
H -2.741 -1.581 2.566
H -2.077 -2.668 1.361
H -2.176 -2.964 5.135
H -0.909 -4.096 4.958
C -3.091 4.481 -2.378
C -3.799 5.754 -2.045
C -3.599 6.004 -0.545
O -2.369 5.347 -0.226
C -1.943 4.527 -1.344
H -2.731 4.454 -3.406
H -3.771 3.645 -2.208
H -4.859 5.691 -2.289
H -3.374 6.501 -2.716
H -4.399 5.657 0.109
H -3.420 7.073 -0.433
H -1.680 3.514 -1.038
H -1.077 5.027 -1.777
C 1.803 2.988 -2.367
C 2.083 3.550 -1.029
C 2.656 4.961 -1.395
O 2.909 4.949 -2.804
C 2.866 3.600 -3.266
H 0.814 3.304 -2.698
H 1.734 1.902 -2.423
H 2.840 2.930 -0.548
H 1.213 3.640 -0.379
H 3.531 5.127 -0.768
H 1.897 5.736 -1.289
H 3.840 3.131 -3.123
H 2.516 3.556 -4.297
C 3.366 -2.487 2.904
C 3.802 -1.040 3.080
C 4.102 -1.078 4.537
O 2.987 -1.767 5.082
C 2.792 -2.913 4.226
H 4.240 -3.124 2.775
H 2.684 -2.705 2.082
H 3.053 -0.274 2.879
H 4.653 -0.768 2.455
H 4.146 -0.122 5.059
H 4.999 -1.600 4.870
H 1.746 -3.107 3.992
H 3.285 -3.815 4.590
C 5.381 1.644 0.612
C 5.798 3.105 0.469
C 6.334 3.145 -0.969
O 5.453 2.260 -1.666
C 5.176 1.130 -0.804
H 4.433 1.543 1.141
H 6.097 0.989 1.108
H 6.599 3.327 1.174
H 4.991 3.789 0.732
H 7.353 2.772 -1.076
H 6.427 4.114 -1.459
H 5.936 0.386 -1.046
H 4.122 0.859 -0.862
C 0.993 -4.887 1.037
C 1.045 -5.739 2.276
C 0.926 -7.160 1.671
O 0.095 -6.985 0.538
C -0.125 -5.603 0.224
H 1.948 -4.842 0.515
H 0.616 -3.904 1.318
H 0.199 -5.498 2.919
H 1.975 -5.627 2.833
H 0.581 -7.901 2.391
H 1.942 -7.475 1.433
H -1.082 -5.232 0.591
H 0.069 -5.326 -0.812
C -4.203 2.691 2.372
C -4.554 2.395 0.936
C -5.748 1.447 1.085
O -5.612 0.828 2.369
C -4.438 1.337 3.027
H -4.906 3.389 2.827
H -3.160 2.992 2.472
H -3.724 1.886 0.446
H -4.856 3.285 0.385
H -5.644 0.749 0.255
H -6.719 1.941 1.065
H -3.639 0.625 2.819
H -4.670 1.409 4.090
C -2.414 -0.372 -3.989
C -2.382 -0.395 -5.529
C -1.835 0.923 -6.001
O -1.696 1.663 -4.807
C -1.500 0.814 -3.686
H -2.072 -1.324 -3.583
H -3.417 -0.128 -3.637
H -3.325 -0.658 -6.009
H -1.683 -1.178 -5.823
H -2.564 1.415 -6.646
H -0.860 0.884 -6.486
H -1.817 1.354 -2.794
H -0.431 0.663 -3.532
C 3.055 0.439 -5.983
C 4.168 0.352 -4.974
C 3.515 -0.202 -3.734
O 2.120 -0.294 -4.078
C 1.790 0.587 -5.171
H 2.998 -0.482 -6.562
H 3.247 1.242 -6.695
H 4.533 1.357 -4.763
H 4.992 -0.278 -5.311
H 3.723 0.521 -2.945
H 3.859 -1.213 -3.520
H 1.603 1.583 -4.770
H 0.867 0.202 -5.605
C 0.111 -0.044 0.993
C 1.169 -0.173 -0.052
C 0.506 -1.110 -1.060
O -0.862 -0.700 -1.014
C -1.180 0.093 0.184
H 0.348 0.797 1.645
H 0.117 -0.970 1.568
H 2.031 -0.669 0.394
H 1.393 0.779 -0.534
H 0.578 -2.155 -0.761
H 0.828 -1.000 -2.095
H -2.046 -0.318 0.704
H -1.410 1.090 -0.192
```

## Properties
Gap between HOMO and LUMO: 9.8 eV
E_HOMO: -9.3225 eV

Model x:
The following is a DFT calculation (ωB97M-V/def2-TZVPD) of a 14-piece molecular cluster, C56H112O14 overall.

```
182
Properties=species:S:1:pos:R:3
C 2.426 -0.961 5.458
C 2.291 -0.845 6.971
C 3.066 0.391 7.357
O 3.329 1.067 6.129
C 3.601 0.061 5.105
H 1.614 -0.582 4.841
H 2.656 -1.950 5.113
H 2.768 -1.738 7.371
H 1.240 -0.877 7.301
H 3.984 0.140 7.905
H 2.443 1.093 7.914
H 4.602 -0.347 5.100
H 3.411 0.484 4.087
C 2.509 3.488 -3.133
C 3.133 3.775 -1.771
C 2.235 4.844 -1.238
O 1.560 5.483 -2.345
C 2.102 4.848 -3.580
H 1.681 2.795 -3.095
H 3.213 3.161 -3.853
H 4.121 4.207 -1.887
H 3.254 2.888 -1.169
H 2.736 5.610 -0.667
H 1.415 4.464 -0.579
H 2.921 5.440 -3.979
H 1.250 4.809 -4.274
C 5.221 0.644 0.436
C 4.374 1.225 1.591
C 5.545 1.487 2.589
O 6.367 0.390 2.481
C 6.436 -0.052 1.126
H 5.603 1.459 -0.182
H 4.667 -0.105 -0.231
H 3.728 0.429 2.075
H 3.783 2.127 1.273
H 5.232 1.539 3.601
H 6.075 2.359 2.240
H 6.404 -1.173 1.156
H 7.395 0.216 0.565
C -3.101 0.746 2.681
C -2.276 -0.560 2.414
C -1.221 -0.586 3.504
O -1.714 0.237 4.569
C -3.023 0.675 4.197
H -4.152 0.610 2.363
H -2.644 1.638 2.273
H -1.834 -0.640 1.416
H -2.965 -1.424 2.473
H -0.270 -0.160 3.192
H -1.046 -1.619 3.848
H -3.329 1.600 4.672
H -3.743 -0.081 4.560
C -1.306 7.131 -1.256
C -1.463 6.747 -2.751
C -1.629 5.190 -2.727
O -2.001 4.814 -1.379
C -1.383 5.779 -0.552
H -2.118 7.796 -0.939
H -0.359 7.606 -1.074
H -0.498 6.997 -3.184
H -2.339 7.209 -3.148
H -0.646 4.678 -2.990
H -2.381 4.798 -3.411
H -0.415 5.324 -0.286
H -1.957 5.792 0.365
C -6.463 3.327 -1.681
C -5.601 3.706 -0.449
C -4.419 2.759 -0.646
O -4.161 2.724 -1.988
C -5.294 3.206 -2.684
H -7.183 4.076 -2.125
H -6.954 2.352 -1.552
H -6.072 3.534 0.517
H -5.358 4.751 -0.701
H -4.674 1.742 -0.275
H -3.595 3.127 -0.020
H -5.535 2.566 -3.531
H -5.119 4.218 -2.996
C 0.869 2.929 4.699
C -0.332 3.184 3.788
C 0.239 3.860 2.526
O 1.637 3.330 2.490
C 2.103 3.159 3.874
H 0.828 1.953 5.174
H 0.852 3.575 5.633
H -1.082 3.787 4.300
H -0.905 2.287 3.540
H 0.193 4.902 2.648
H -0.284 3.549 1.588
H 2.743 3.982 4.109
H 2.858 2.376 3.958
C -0.827 -5.574 1.473
C -0.759 -5.816 2.991
C -0.013 -4.603 3.442
O 0.609 -3.982 2.352
C 0.482 -4.781 1.211
H -1.720 -5.027 1.199
H -0.831 -6.506 0.929
H -0.232 -6.745 3.217
H -1.762 -5.899 3.409
H 0.725 -4.908 4.233
H -0.734 -3.928 3.948
H 1.317 -5.446 1.041
H 0.360 -4.074 0.388
C 3.981 -0.245 -3.188
C 3.268 -0.537 -4.544
C 3.943 -1.832 -5.026
O 4.867 -2.165 -4.014
C 5.252 -1.044 -3.319
H 3.379 -0.616 -2.343
H 4.153 0.853 -2.987
H 3.547 0.229 -5.252
H 2.206 -0.684 -4.390
H 4.503 -1.613 -5.915
H 3.305 -2.692 -5.163
H 6.017 -0.518 -4.007
H 5.826 -1.315 -2.399
C 1.383 -0.646 -0.660
C 1.059 0.317 -1.815
C -0.232 0.978 -1.282
O -0.219 0.889 0.135
C 1.011 0.277 0.496
H 2.425 -0.935 -0.673
H 0.732 -1.485 -0.752
H 0.796 -0.188 -2.785
H 1.890 1.082 -1.959
H -1.091 0.359 -1.653
H -0.360 1.977 -1.690
H 0.823 -0.257 1.428
H 1.804 1.076 0.656
C -5.641 -5.091 0.729
C -5.904 -6.280 1.651
C -4.607 -7.014 1.606
O -4.160 -6.899 0.262
C -4.659 -5.624 -0.265
H -5.296 -4.252 1.296
H -6.593 -4.761 0.334
H -6.821 -6.861 1.320
H -6.049 -5.947 2.716
H -4.631 -8.049 1.813
H -3.835 -6.513 2.182
H -5.097 -5.934 -1.234
H -3.797 -4.963 -0.499
C -4.131 -1.758 -0.532
C -4.716 -1.366 -1.899
C -3.860 -2.236 -2.891
O -2.615 -2.257 -2.303
C -2.674 -2.060 -0.867
H -4.567 -2.699 -0.127
H -4.238 -0.932 0.227
H -4.554 -0.326 -2.276
H -5.775 -1.573 -2.049
H -3.716 -1.746 -3.854
H -4.250 -3.279 -3.086
H -1.868 -1.356 -0.797
H -2.366 -2.926 -0.235
C 3.492 -3.571 -1.172
C 3.938 -3.349 0.285
C 5.158 -4.233 0.294
O 4.707 -5.406 -0.337
C 4.064 -4.993 -1.531
H 3.843 -2.823 -1.837
H 2.420 -3.615 -1.244
H 3.184 -3.683 0.998
H 4.207 -2.324 0.575
H 5.591 -4.530 1.304
H 5.993 -3.787 -0.245
H 3.245 -5.704 -1.651
H 4.736 -4.843 -2.391
C -1.407 0.122 -4.597
C -2.395 1.182 -4.670
C -3.464 0.656 -5.628
O -2.878 -0.411 -6.364
C -1.519 -0.692 -5.877
H -1.653 -0.578 -3.771
H -0.367 0.555 -4.421
H -2.006 2.107 -5.070
H -2.830 1.552 -3.740
H -3.739 1.426 -6.346
H -4.313 0.281 -4.997
H -0.852 -0.342 -6.608
H -1.489 -1.827 -5.747
```

## Properties
Gap between HOMO and LUMO: 9.8 eV
E_HOMO: -9.2850 eV

Tell me which of them is the most stable. Sure, it is model w.

Model w:
The following is a DFT calculation (ωB97M-V/def2-TZVPD) of C4H2OYb as an isolated structure.

```
8
Properties=species:S:1:pos:R:3
C 0.421 -0.693 0.796
C 1.512 -1.222 0.685
H 2.493 -1.651 0.801
O 0.194 2.269 -0.090
C -0.599 1.368 -0.144
C -0.640 -0.016 0.083
H -1.646 -0.437 0.240
Yb -1.735 0.383 -2.371
```

## Properties
Gap between HOMO and LUMO (alpha / beta): 5.5 / 5.5 eV
2S+1: 2
E_HOMO (alpha / beta): -11.5274 / -11.9435 eV
Net charge: +1

Model x:
The following is a DFT calculation (ωB97M-V/def2-TZVPD) of C4H2OYb as an isolated structure.

```
8
Properties=species:S:1:pos:R:3
C 1.165 -0.260 -0.008
C 2.151 -0.303 -0.734
H 3.020 -0.247 -1.365
O -0.924 1.787 -0.237
C -1.146 0.631 0.226
C -0.224 -0.424 0.280
H -0.552 -1.393 0.666
Yb -3.491 0.208 1.172
```

## Properties
Gap between HOMO and LUMO (alpha / beta): 5.9 / 5.6 eV
2S+1: 2
E_HOMO (alpha / beta): -11.6565 / -11.3492 eV
Net charge: +1

Tell me which of them is the most stable. Sure, it is model w.

Model w:
The following is a DFT calculation (ωB97M-V/def2-TZVPD) of an isolated ion of composition C2H5N2O2S and charge +1.

```
12
Properties=species:S:1:pos:R:3
C -1.242 -0.372 0.443
N -0.069 -0.804 -0.352
C 0.897 0.327 -0.321
N 0.147 1.404 -0.251
S -1.528 1.323 -0.127
O 2.174 -0.266 0.679
O 2.123 0.038 -0.712
H -2.085 -1.030 0.348
H -1.074 -0.300 1.497
H 0.365 -1.661 -0.008
H -0.303 -0.862 -1.305
H 0.597 2.203 0.111
```

## Properties
SMILES string: C1[NH2+]C2(NS1)OO2
Gap between HOMO and LUMO: 9.9 eV
E_HOMO: -14.1969 eV
Net charge: +1

Model x:
The following is a DFT calculation (ωB97M-V/def2-TZVPD) of an isolated ion of composition C2H5N2O2S and charge +1.

```
12
Properties=species:S:1:pos:R:3
C 1.190 0.636 -0.299
C -0.344 0.179 -0.065
N -1.105 1.156 0.127
N -0.566 -1.119 0.019
O 3.675 0.366 -0.010
O -1.882 -1.615 -0.089
S 2.437 -0.324 0.369
H 1.657 1.562 -0.685
H -0.794 2.106 0.224
H -2.068 1.111 0.316
H 0.023 -1.810 -0.478
H -2.223 -2.247 0.573
```

## Properties
Gap between HOMO and LUMO: 8.6 eV
E_HOMO: -14.1778 eV
Net charge: +1

Tell me which of them is the most stable. Sure, it is model x.